--- a ---
9
Properties=species:S:1:pos:R:3:mulliken_charge:R:1 method="wB97M-V/def2-TZVPD" e_lumo_ev="-0.754 / -0.751" homo_lumo_gap_ev="8.06 / 8.07" smiles=CN(N)Br homo_ev="-8.82 / -8.82"
C -0.485 -0.940 0.190 -0.63
N 0.274 0.157 0.558 -0.11
N -0.063 1.282 0.031 -0.38
Br 2.427 -0.311 -0.130 -0.32
H -0.930 -0.777 -0.796 0.29
H -0.005 -1.895 0.432 0.28
H -1.443 -0.862 0.732 0.33
H 0.563 2.084 0.012 0.29
H -0.338 1.262 -1.029 0.26

---

--- b ---
9
Properties=species:S:1:pos:R:3:mulliken_charge:R:1 method="wB97M-V/def2-TZVPD" e_lumo_ev="0.077 / 0.077" homo_lumo_gap_ev="8.82 / 8.82" homo_ev="-8.74 / -8.74"
C 1.339 -0.398 0.239 -0.49
N -1.355 -0.365 -0.253 -0.44
N -0.554 0.438 0.605 -0.30
Br -0.515 2.206 0.158 -0.07
H 1.954 0.217 -0.350 0.28
H 1.697 -0.711 1.275 0.23
H 0.802 -1.113 -0.317 0.28
H -2.270 -0.067 -0.131 0.27
H -1.099 -0.209 -1.225 0.25

---

Most favorable structure: a. The second most favorable one is 1.752 eV above it.

---

--- a ---
9
Properties=species:S:1:pos:R:3:mulliken_charge:R:1 method="wB97M-V/def2-TZVPD" e_lumo_ev="0.810 / 0.257" homo_lumo_gap_ev="8.77 / 8.08" homo_ev="-7.96 / -7.83"
C 1.764 0.809 -0.811 -0.69
N -1.386 -0.777 0.246 -0.18
N -1.150 0.383 0.935 -0.47
Br 1.152 -0.915 -1.059 -0.05
H 2.124 1.275 -1.624 0.37
H 1.933 1.076 0.137 0.35
H -1.908 -0.509 -0.562 0.26
H -1.446 -1.627 0.805 0.22
H -1.084 0.283 1.932 0.18

---

--- b ---
9
Properties=species:S:1:pos:R:3:mulliken_charge:R:1 method="wB97M-V/def2-TZVPD" e_lumo_ev=0.637 homo_lumo_gap_ev=9.20 smiles=CN(N)Br homo_ev=-8.57
C 1.227 0.336 0.088 -0.60
N -0.586 0.398 0.194 -0.22
N -1.108 -0.875 0.477 -0.42
Br -1.291 1.233 -1.347 -0.11
H 1.577 0.122 1.084 0.29
H 1.606 -0.182 -0.681 0.35
H 1.379 1.520 -0.117 0.22
H -2.104 -0.884 0.462 0.25
H -0.699 -1.668 -0.160 0.24

---

Most favorable structure: b. The second most favorable one is 1.315 eV above it.

---

--- a ---
17
Properties=species:S:1:pos:R:3:mulliken_charge:R:1 method="wB97M-V/def2-TZVPD" e_lumo_ev=0.192 homo_lumo_gap_ev=9.88 smiles="NC(N)=O.O.O.O" homo_ev=-9.68
N 2.271 -0.929 -1.060 -0.48
C 1.942 -1.989 -0.187 0.53
N 0.945 -1.739 0.717 -0.37
O 2.528 -3.047 -0.279 -0.61
H 1.497 -0.467 -1.497 0.22
H 3.050 -1.283 -1.606 0.26
H 0.395 -2.578 0.861 0.25
H 0.386 -0.899 0.642 0.22
O -1.701 3.213 0.439 -0.63
H -2.297 3.906 0.141 0.29
H -1.750 2.508 -0.221 0.32
O -0.366 0.760 1.888 -0.65
H 0.379 1.272 1.492 0.33
H -0.988 1.486 2.081 0.30
O -1.911 0.290 -1.105 -0.61
H -2.110 -0.338 -0.408 0.32
H -2.269 -0.167 -1.898 0.31

---

--- b ---
17
Properties=species:S:1:pos:R:3:mulliken_charge:R:1 method="wB97M-V/def2-TZVPD" e_lumo_ev=0.646 homo_lumo_gap_ev=10.56 smiles="NC(N)=O.O.O.O" homo_ev=-9.92
N 0.119 0.002 3.103 -0.42
C -0.996 -0.679 3.134 0.65
N -1.066 -1.125 4.328 -0.34
O -1.720 -0.874 2.184 -0.64
H 0.278 0.389 2.184 0.21
H 0.862 -0.090 3.781 0.17
H -1.934 -1.522 4.659 0.21
H -0.262 -0.967 4.920 0.16
O -2.653 0.722 -5.117 -0.63
H -3.591 0.841 -4.966 0.32
H -2.604 0.102 -5.844 0.32
O 0.417 0.364 -2.376 -0.64
H -0.079 -0.222 -1.805 0.32
H -0.247 0.912 -2.794 0.32
O 4.719 0.547 -1.527 -0.65
H 3.794 0.376 -1.707 0.33
H 4.964 1.225 -2.157 0.31

---

Most favorable structure: a. The second most favorable one is 1.018 eV above it.

---

--- a ---
10
Properties=species:S:1:pos:R:3:mulliken_charge:R:1 method="wB97M-V/def2-TZVPD" e_lumo_ev=0.735 homo_lumo_gap_ev=10.70 smiles=O[C@@H]1C[C@]1(F)Cl homo_ev=-9.96
O 1.716 -1.149 -0.491 -0.50
C 1.210 0.162 -0.283 -0.31
C 0.787 0.580 1.163 -0.58
C -0.231 0.498 0.050 0.62
F -0.542 1.711 -0.574 -0.25
Cl -1.438 -0.813 0.053 -0.17
H 1.157 -1.735 0.020 0.31
H 1.873 0.847 -0.801 0.37
H 0.778 -0.381 1.672 0.25
H 1.196 1.451 1.711 0.26

---

--- b ---
10
Properties=species:S:1:pos:R:3:mulliken_charge:R:1 method="wB97M-V/def2-TZVPD" e_lumo_ev=0.958 homo_lumo_gap_ev=10.63 smiles=O[C@H]1[C@@H](F)[C@@H]1Cl homo_ev=-9.67
O -1.237 1.260 -0.234 -0.50
C -0.154 0.737 0.368 -0.28
C -0.126 -0.812 0.380 -0.02
F -1.171 -1.349 -0.227 -0.29
C 0.788 -0.102 -0.489 -0.03
Cl 2.521 -0.042 -0.096 -0.20
H -1.718 0.521 -0.540 0.32
H 0.278 1.322 1.192 0.35
H 0.266 -1.445 1.213 0.33
H 0.553 -0.092 -1.565 0.31

---

Most favorable structure: b. The second most favorable one is 0.134 eV above it.

---

--- a ---
10
Properties=species:S:1:pos:R:3:mulliken_charge:R:1 method="wB97M-V/def2-TZVPD" e_lumo_ev=0.556 homo_lumo_gap_ev=10.68 smiles="C=C1O[C@H]1Cl.F" homo_ev=-10.12
C -0.280 0.466 1.491 -1.07
C -1.102 0.002 0.541 0.36
O -1.303 -1.251 -0.048 -0.37
C -1.956 -0.099 -0.557 0.25
Cl -3.696 0.190 -0.229 -0.18
H -0.265 1.481 1.692 0.28
H 0.364 -0.310 1.822 0.40
H -1.708 -0.020 -1.558 0.33
F 2.250 -0.645 -0.982 -0.40
H 1.943 -0.031 -0.301 0.40

---

--- b ---
10
Properties=species:S:1:pos:R:3:mulliken_charge:R:1 method="wB97M-V/def2-TZVPD" e_lumo_ev=0.598 homo_lumo_gap_ev=10.38 smiles="O[C@@H]1C=C1F.Cl" homo_ev=-9.78
O -2.045 1.267 -0.342 -0.53
C -1.121 0.230 0.032 -0.05
C -0.006 0.781 1.020 -0.35
C 0.247 0.490 -0.231 0.11
F 1.175 0.440 -1.151 -0.23
H -2.912 0.944 -0.657 0.32
H -1.567 -0.782 0.150 0.30
H 0.005 1.090 1.994 0.45
Cl 2.502 -2.199 -0.738 -0.27
H 3.723 -2.261 -0.076 0.26

---

--- c ---
10
Properties=species:S:1:pos:R:3:mulliken_charge:R:1 method="wB97M-V/def2-TZVPD" e_lumo_ev=0.702 homo_lumo_gap_ev=10.54 smiles="OC/C=C(/F)Cl" homo_ev=-9.83
O 0.664 1.352 1.013 -0.49
C 0.556 -0.047 0.809 -0.43
C 0.283 -0.350 -0.660 -0.32
C -0.877 -0.313 -1.300 0.32
F -1.037 -0.673 -2.560 -0.21
Cl -2.389 0.128 -0.513 -0.17
H 0.342 1.583 1.885 0.30
H 1.585 -0.461 1.114 0.21
H -0.122 -0.495 1.491 0.39
H 0.995 -0.723 -1.279 0.41

---

Most favorable structure: c. The second most favorable one is 1.265 eV above it.

---

--- a ---
8
Properties=species:S:1:pos:R:3:mulliken_charge:R:1 method="wB97M-V/def2-TZVPD" e_lumo_ev=-1.461 homo_lumo_gap_ev=6.58 smiles="C=P1=PC1" homo_ev=-8.04
C 0.290 -0.528 1.547 -0.51
P -0.150 0.611 0.474 -0.10
P 0.947 1.178 -1.248 0.01
C -0.439 0.067 -1.432 -0.62
H -0.418 -0.639 2.347 0.24
H 1.325 -0.717 1.903 0.25
H -1.385 0.528 -1.343 0.33
H -0.169 -0.500 -2.247 0.40

---

--- b ---
8
Properties=species:S:1:pos:R:3:mulliken_charge:R:1 method="wB97M-V/def2-TZVPD" e_lumo_ev=-0.570 homo_lumo_gap_ev=7.92 homo_ev=-8.49
C -0.060 2.136 -0.542 -0.40
C 0.753 -0.780 -1.189 -0.74
P 1.849 0.316 0.154 0.03
P -0.224 0.344 -0.027 0.21
H -0.138 1.950 -1.713 0.13
H 0.579 -0.404 -2.116 0.30
H 0.562 -1.791 -1.133 0.39
H -1.181 -0.232 0.888 0.09

---

--- c ---
8
Properties=species:S:1:pos:R:3:mulliken_charge:R:1 method="wB97M-V/def2-TZVPD" e_lumo_ev=0.140 homo_lumo_gap_ev=9.37 smiles="C#P.C=P" homo_ev=-9.23
C -1.240 -1.617 0.395 -0.09
P -2.265 -0.538 -0.102 -0.23
H -0.845 -2.575 0.770 0.35
C 0.934 0.731 -0.735 -0.59
P 1.496 0.994 0.848 -0.01
H -0.035 1.112 -1.064 0.32
H 1.554 0.243 -1.479 0.25
H 0.401 1.650 1.368 0.00

---

--- d ---
8
Properties=species:S:1:pos:R:3:mulliken_charge:R:1 method="wB97M-V/def2-TZVPD" e_lumo_ev=-0.131 homo_lumo_gap_ev=9.20 smiles="C#P.C=P" homo_ev=-9.33
C -1.729 1.087 1.070 -0.04
P -0.503 1.993 0.850 -0.33
H -2.677 0.675 1.276 0.41
C 1.327 -0.413 -0.298 -0.67
P 0.488 -1.825 -0.654 -0.03
H 1.220 0.420 -0.956 0.44
H 2.095 -0.634 0.512 0.24
H -0.220 -1.303 -1.800 0.00

---

Most favorable structure: c. The second most favorable one is 0.067 eV above it.

---

--- a ---
9
Properties=species:S:1:pos:R:3:mulliken_charge:R:1 method="wB97M-V/def2-TZVPD" e_lumo_ev=-0.126 homo_lumo_gap_ev=8.48 smiles="N/C(=N/Cl)NCl" homo_ev=-8.61
N 0.725 -1.126 -0.200 -0.36
C -0.265 -0.221 -0.018 0.79
N -1.449 -0.720 0.275 -0.46
Cl -2.762 0.325 0.096 -0.17
N 0.077 1.111 -0.110 -0.31
Cl 1.785 1.541 0.128 -0.13
H 0.712 -2.081 -0.127 0.20
H 1.663 -0.687 -0.409 0.12
H -0.487 1.859 0.365 0.32

---

--- b ---
9
Properties=species:S:1:pos:R:3:mulliken_charge:R:1 method="wB97M-V/def2-TZVPD" e_lumo_ev=0.162 homo_lumo_gap_ev=7.74 homo_ev=-7.58
C 0.771 0.347 0.095 0.62
N 0.842 1.555 0.172 -0.40
N 1.119 -0.888 0.125 -0.25
N -1.514 -0.106 -0.653 -0.37
Cl -1.633 -1.596 0.256 -0.21
Cl -2.214 1.057 0.291 -0.13
H 0.326 2.303 -0.243 0.31
H 1.969 -1.116 -0.323 0.24
H 0.334 -1.556 0.279 0.18

---

Most favorable structure: a. The second most favorable one is 2.332 eV above it.

---

--- a ---
13
Properties=species:S:1:pos:R:3:mulliken_charge:R:1 method="wB97M-V/def2-TZVPD" e_lumo_ev=1.022 homo_lumo_gap_ev=9.67 smiles="[H]/N=C1/CC12CC2" homo_ev=-8.65
H -1.988 1.698 -1.552 0.25
N -1.834 1.707 -0.488 -0.65
C -0.995 1.014 0.091 0.39
C -0.357 0.648 1.386 -0.62
C 0.137 0.009 0.096 0.33
C 0.225 -1.434 -0.403 -0.66
C 1.407 -0.401 -0.548 -0.51
H 0.197 1.457 1.784 0.27
H -0.856 -0.053 2.062 0.24
H -0.117 -1.572 -1.439 0.22
H 0.096 -2.246 0.290 0.28
H 2.244 -0.862 0.182 0.20
H 1.840 0.035 -1.460 0.27

---

--- b ---
13
Properties=species:S:1:pos:R:3:mulliken_charge:R:1 method="wB97M-V/def2-TZVPD" e_lumo_ev=1.130 homo_lumo_gap_ev=10.47 smiles=C#C[C@@H]1CN1C homo_ev=-9.34
C 2.899 -0.855 -0.565 0.42
C 1.771 -0.433 -0.584 -0.98
C 0.423 0.094 -0.638 -0.04
C -0.009 1.245 0.207 -0.40
N -0.437 -0.098 0.519 -0.34
C -1.821 -0.417 0.219 -0.81
H 3.896 -1.236 -0.535 0.42
H -0.055 0.024 -1.617 0.34
H -0.733 1.932 -0.236 0.26
H 0.696 1.693 0.902 0.25
H -1.917 -1.496 0.069 0.29
H -2.201 0.097 -0.682 0.33
H -2.446 -0.129 1.070 0.28

---

--- c ---
13
Properties=species:S:1:pos:R:3:mulliken_charge:R:1 method="wB97M-V/def2-TZVPD" e_lumo_ev=0.509 homo_lumo_gap_ev=8.61 homo_ev=-8.10
C 1.852 -0.118 1.426 -0.67
N 0.640 0.076 0.665 -0.36
C -1.944 1.711 -0.591 -0.55
C -1.560 0.484 -0.965 0.13
C -0.770 -0.578 -1.156 -0.52
C 0.408 -0.719 -0.301 0.12
H 1.596 -0.323 2.473 0.23
H 2.437 0.808 1.416 0.23
H 2.488 -0.938 1.053 0.30
H -2.764 1.734 0.141 0.22
H -2.466 0.786 -1.661 0.26
H -0.987 -1.317 -1.917 0.35
H 1.090 -1.547 -0.552 0.26

---

Most favorable structure: b. The second most favorable one is 0.752 eV above it.